[1]
The following is a DFT calculation (ωB97M-V with the def2-TZVPD basis set) of one molecule with the formula C9H8N2 in a non-equilibrium geometry.

## Properties
HOMO energy = -8.175 eV
SMILES = Nc1cnc2ccccc2c1
LUMO energy = 0.1 eV
Max |F| = 6.596 eV Å⁻¹
Frontier orbital gap = 8.310 eV
E = -457.21962 hartree

Each line ends with the Mulliken charge.
Atoms and positions in Å:
N1 2.52316 2.35473 -0.86825  -0.6271
N2 1.48159 -1.06677 -0.32772  -0.5965
C1 1.58244 1.36583 -0.49345  0.3556
C2 -0.58533 0.29494 0.04811  0.3328
C3 0.21070 1.44055 -0.09837  -0.5554
C4 -0.62377 -2.13513 0.04659  -0.4885
C5 -2.66079 -0.97473 0.75773  -0.6807
C6 -1.92271 -2.12994 0.44160  -0.1792
C7 -2.01076 0.22389 0.54243  -0.5036
C8 1.98599 0.11450 -0.67354  -0.1413
C9 0.10613 -0.95046 -0.10454  0.3966
H1 -2.44791 1.21194 1.03054  0.1763
H2 2.98213 -0.18755 -0.94233  0.3176
H3 -0.20342 -3.10246 -0.12843  0.3824
H4 -0.21870 2.40405 -0.03979  0.4194
H5 3.42497 1.92231 -0.64063  0.2902
H6 -2.40422 -3.09271 0.50971  0.3414
H7 2.36955 3.24554 -0.27064  0.2950
H8 -3.58906 -0.93854 1.21099  0.4650

***

[2]
The following is a DFT calculation (ωB97M-V with the def2-TZVPD basis set) of C9H8N2O4SeSm as an isolated structure in a non-equilibrium geometry.

## Properties
HOMO energy (alpha / beta) = -19.167 / -19.302 eV
LUMO energy (alpha / beta) = -13.9 / -13.2 eV
Max |F| = 7.435 eV Å⁻¹
Charge = +3
Frontier orbital gap (alpha / beta) = 5.272 / 6.104 eV
E = -3816.47726 hartree
Multiplicity = 6

Each line ends with the Mulliken charge.
Atoms and positions in Å:
Sm1 1.88965 -1.20263 -0.79100  1.4731
Se1 -0.30824 -2.02462 0.80831  0.0344
O1 3.46155 -4.42382 -1.29267  0.0621
O2 4.57011 0.63382 -2.56036  0.0229
O3 3.23304 1.45051 1.22762  0.0079
O4 0.36305 0.91872 -3.24782  0.0034
N1 -2.03510 0.08406 -0.18933  0.1935
N2 -0.90680 0.71734 1.57069  0.2002
C1 2.97009 -3.38925 -1.13859  -0.0036
C2 -1.85548 1.68679 1.31898  -0.3660
C3 -2.54618 -0.69363 -1.30702  -0.8794
C4 -1.04616 -0.30785 0.67465  -0.0524
C5 3.80251 -0.04629 -2.03697  0.1468
C6 0.00994 0.73221 2.70431  -0.9201
C7 2.80148 0.55090 0.64600  0.2019
C8 0.78248 0.15970 -2.48110  0.2115
C9 -2.56140 1.29898 0.22845  -0.4904
H1 -1.96199 -1.61176 -1.40845  0.3254
H2 -0.55186 0.73932 3.64841  0.3507
H3 -2.45046 -0.10907 -2.22870  0.3734
H4 -3.60048 -0.95511 -1.14636  0.3571
H5 -3.39048 1.76069 -0.27097  0.5169
H6 0.64025 1.62601 2.64614  0.3647
H7 -1.95672 2.55834 1.94701  0.5135
H8 0.64719 -0.15334 2.67876  0.3525

***

[3]
The following is a DFT calculation (ωB97M-V with the def2-TZVPD basis set) of an isolated ion of composition C9H8N3O and charge +1 in a non-equilibrium geometry.

## Properties
HOMO energy = -13.033 eV
SMILES = N#C[C@@H]1Oc2ccccc2NC1=[NH2+]
LUMO energy = -4.5 eV
Max |F| = 3.377 eV Å⁻¹
Charge = +1
Frontier orbital gap = 8.522 eV
E = -586.97135 hartree

Each line ends with the Mulliken charge.
Atoms and positions in Å:
O1 0.11477 -1.66896 -0.25776  -0.4016
N1 -2.93935 -0.60010 1.23526  -0.3894
N2 0.47892 -1.30565 3.14241  -0.2955
N3 -1.28268 0.56869 0.01876  0.0491
C1 0.81919 -0.52788 -0.48814  0.3215
C2 0.05056 0.63796 -0.36189  1.0386
C3 -1.71463 -0.51407 0.64280  0.3603
C4 -0.70607 -1.66063 0.84183  0.2703
C5 1.83283 1.92621 -1.30385  -0.5151
C6 2.01722 -0.45831 -1.17039  -0.8965
C7 0.53689 1.88117 -0.71958  -0.7348
C8 2.50064 0.76435 -1.60819  -0.4203
C9 -0.04605 -1.44599 2.14983  0.0702
H1 2.65745 -1.28264 -1.46276  0.4151
H2 3.42069 0.74872 -2.15124  0.4069
H3 -1.98458 1.26604 -0.16957  0.2855
H4 -3.77312 -0.11240 1.00786  0.2104
H5 2.35884 2.76176 -1.73486  0.3650
H6 -3.19253 -1.22448 1.96593  0.2247
H7 -1.17915 -2.64843 1.08855  0.3521
H8 0.03016 2.89465 -0.66500  0.2838

***

[4]
The following is a DFT calculation (ωB97M-V with the def2-TZVPD basis set) of an isolated ion of composition C9H8N7O2 and charge -1 in a non-equilibrium geometry.

## Properties
HOMO energy = -4.159 eV
LUMO energy = 3.4 eV
Max |F| = 2.112 eV Å⁻¹
Charge = -1
Frontier orbital gap = 7.511 eV
E = -881.48751 hartree

Each line ends with the Mulliken charge.
Atoms and positions in Å:
O1 1.55866 3.36339 1.23896  -0.7300
O2 -0.37286 2.43604 1.78298  -0.6716
N1 0.66657 2.48629 1.08455  0.9801
N2 -1.10564 -2.01835 2.20037  -0.7922
N3 -0.65927 -1.21526 -1.92683  -0.4712
N4 -0.02810 -1.67166 -2.98369  -0.5550
N5 -0.34587 -0.43179 0.86558  0.4311
N6 1.04664 -0.91143 -3.27432  -0.5569
N7 0.03635 -0.12339 -1.49550  0.5504
C1 0.80925 1.55842 0.00509  -0.9545
C2 0.24007 -1.87246 2.43760  -0.4558
C3 -1.45457 -1.18450 1.22856  0.8417
C4 1.79921 1.85700 -0.92791  -0.0368
C5 -0.26824 0.54345 -0.20086  -0.0970
C6 -2.81152 -1.19992 0.62341  -1.1235
C7 1.07176 0.08980 -2.34870  0.7824
C8 2.00615 1.11712 -2.07697  -0.8572
C9 0.74537 -0.94095 1.55506  -0.3459
H1 -2.98664 -0.31541 0.01397  0.2682
H2 -3.55281 -1.24976 1.43609  0.3872
H3 -1.29009 0.92657 -0.35337  0.5750
H4 2.47605 2.67948 -0.69098  0.4517
H5 1.74774 -0.62745 1.33896  0.3768
H6 -2.95944 -2.10773 0.01246  0.1918
H7 2.85543 1.22654 -2.74170  0.3894
H8 0.77581 -2.41406 3.19720  0.4217

***

Q: Which value of max |F| does entry 1 give?
A: 6.596 eV Å⁻¹

***

Q: What is the E in the first record?
A: -457.21962 hartree

***

Q: Which formula does entry 2 have?
A: C9H8N2O4SeSm